Entry 1:
Entry from OMol25: the ion C6H14P with charge +1 in a non-equilibrium geometry (ωB97M-V with the def2-TZVPD basis set).

Its gap between HOMO and LUMO is 8.158 eV. The lowest unoccupied orbital energy is -5.32 eV. Its largest force on an atom is 3.905 eV/Å. The calculation puts the molecular weight at 117.152 u. As for the spin multiplicity: 1. Its charge is +1.

Geometry (Å):
C (0.222, -0.582, 0.714)
C (0.258, -1.325, -0.432)
C (1.513, -1.142, -1.343)
C (-0.751, -2.225, -0.843)
C (-1.043, 1.614, 2.117)
C (-0.024, 2.117, -0.604)
P (-1.172, 0.995, 0.316)
H (-0.273, -1.049, 1.633)
H (1.220, -0.224, 0.894)
H (1.560, -0.019, -1.387)
H (1.320, -1.694, -2.316)
H (2.460, -1.492, -0.816)
H (-0.848, -2.088, -1.921)
H (-1.744, -2.213, -0.347)
H (-0.471, -3.193, -0.840)
H (-0.102, 1.312, 2.603)
H (-1.841, 1.109, 2.785)
H (-1.143, 2.767, 2.052)
H (-0.409, 3.205, -0.653)
H (0.408, 2.010, -1.629)
H (0.860, 2.118, 0.016)

Cartesian forces, eV/Å:
C -0.8 0.3 2.1
C 2.4 -0.3 -1.1
C -1.3 -0.3 0.7
C -3.1 2.0 -1.0
C -0.6 0.4 0.0
C 0.5 1.9 0.0
P 0.4 -0.7 0.4
H 0.4 0.7 -1.4
H 0.1 0.9 0.6
H 0.3 -1.0 -0.7
H 0.7 1.1 1.1
H -1.3 0.3 -0.6
H -0.5 0.2 -0.3
H 0.8 0.5 -0.1
H 1.6 -3.5 0.3
H -0.1 0.5 -0.4
H 0.9 1.1 -1.5
H 0.1 -2.0 0.5
H 0.2 -1.7 0.5
H -1.1 -0.9 0.6
H 0.5 0.5 0.4

***

Entry 2:
Entry from OMol25: a cluster of 2 separate species, C2H7NO in total in a non-equilibrium geometry (ωB97M-V with the def2-TZVPD basis set).

Its SMILES is C=CO.N. Its gap between HOMO and LUMO is 9.448 eV. The lowest unoccupied orbital energy is 0.58 eV. Its largest force on an atom is 3.530 eV/Å. The calculation puts the molecular weight at 61.084 u. As for the spin multiplicity: 1.

Geometry (Å):
C (-1.760, -0.483, 1.569)
C (-1.087, 0.438, 0.740)
O (0.188, 0.156, 0.416)
H (-2.477, -0.108, 2.302)
H (-1.596, -1.594, 1.679)
H (-1.567, 1.067, -0.045)
H (0.047, -0.840, 0.362)
N (2.144, 0.392, -1.616)
H (2.337, 1.092, -2.344)
H (2.500, -0.445, -2.005)
H (1.271, 0.325, -1.058)

Cartesian forces, eV/Å:
C 0.2 1.6 -0.7
C -2.4 -2.3 1.1
O -0.2 -2.7 -1.2
H -0.7 -0.1 -1.1
H 1.0 1.5 0.1
H 0.1 0.8 1.8
H 1.7 1.1 0.2
N 0.4 0.8 -0.1
H -1.0 -0.1 1.0
H -0.1 -1.1 0.1
H 1.1 0.5 -1.3

***

Entry 3:
Entry from OMol25: a cluster of 2 separate species, C2H7ClSi in total in a non-equilibrium geometry (ωB97M-V with the def2-TZVPD basis set).

Its gap between HOMO and LUMO (spin up / spin down) is 9.042 / 6.116 eV. The lowest unoccupied orbital energy (spin up / spin down) is -0.02 / -0.50 eV. Its largest force on an atom is 5.861 eV/Å. The calculation puts the molecular weight at 94.617 u. As for the spin multiplicity: 1.

Geometry (Å):
C (0.422, 1.845, 0.097)
C (0.877, -3.046, 0.005)
Si (-1.453, 1.355, -0.144)
Cl (0.297, -1.940, 1.198)
H (0.709, 2.789, -0.403)
H (0.675, 1.751, 1.210)
H (0.943, 0.952, -0.485)
H (1.639, -2.395, -0.621)
H (0.151, -3.590, -0.437)
H (-2.424, 1.535, 0.964)
H (-1.836, 0.744, -1.383)

Cartesian forces, eV/Å:
C -0.2 -2.4 -0.4
C 3.6 4.6 0.1
Si 1.1 1.0 1.0
Cl -0.2 -0.5 0.2
H -0.1 -0.5 0.6
H -0.1 0.4 -1.7
H -0.7 1.9 1.3
H -1.4 -2.2 1.0
H -2.0 -1.9 -1.3
H 0.2 -0.1 -0.3
H -0.2 -0.3 -0.5

***

Entry 4:
Entry from OMol25: a structure of composition C5H10AgO2 (ωB97M-V with the def2-TZVPD basis set).

Its gap between HOMO and LUMO (spin up / spin down) is 6.615 / 8.818 eV. The lowest unoccupied orbital energy (spin up / spin down) is 0.86 / -0.11 eV. Its largest force on an atom is 0.958 eV/Å. The calculation puts the molecular weight at 210.001 u. As for the spin multiplicity: 2.

Geometry (Å):
C (2.973, 0.718, 0.557)
O (1.662, 0.622, 0.024)
C (1.063, -0.650, 0.199)
C (-0.185, -0.709, -0.647)
O (-1.277, -0.301, 0.161)
C (-2.519, -0.463, -0.365)
C (-3.596, 0.104, 0.177)
H (2.978, 0.467, 1.628)
H (3.646, 0.039, 0.015)
H (0.885, -0.835, 1.270)
H (1.757, -1.439, -0.131)
H (-0.301, -1.722, -1.057)
H (-0.203, -0.094, -1.559)
H (-2.543, -0.919, -1.361)
H (-3.505, 0.853, 0.964)
H (-4.554, 0.010, -0.331)
H (3.299, 1.758, 0.430)
Ag (0.421, 2.562, 0.026)

Cartesian forces, eV/Å:
C 0.1 0.0 0.1
O 0.5 -0.3 0.0
C 0.6 -0.1 -0.4
C -0.7 -0.3 -0.3
O -0.1 -0.3 0.4
C -0.3 0.8 -0.5
C 0.2 0.3 -0.5
H 0.0 0.0 -0.2
H -0.1 0.1 0.1
H -0.4 0.1 -0.3
H 0.0 0.2 -0.1
H -0.3 -0.2 0.5
H 0.7 0.3 0.4
H -0.1 -0.4 0.5
H 0.0 -0.6 0.1
H 0.3 -0.1 0.2
H -0.1 -0.3 0.0
Ag -0.4 0.6 0.0

***

Q: Which ΔE to the lowest compared entry with this formula, charge and spin values were calculated for the entries above? A: 3.1551 3.0893 5.7574 0.0000, in eV.